{"formula": "C18H41N2OP3Ti", "method": "ωB97M-V/def2-TZVPD", "multiplicity": 4, "homo_ha": [-0.29455, -0.41934], "total_energy_ha": -2768.4290, "total_charge": 1, "orbital_gap_ev": [5.72, 6.06], "e_lumo_ha": [-0.0844, -0.1965], "fmax_ev_per_a": 2.8, "species": ["Ti", "P", "P", "N", "N", "H", "H", "H", "C", "H", "C", "H", "H", "C", "C", "C", "C", "H", "H", "H", "H", "H", "H", "H", "C", "C", "C", "O", "H", "H", "H", "H", "H", "H", "H", "C", "C", "C", "P", "C", "C", "C", "C", "C", "C", "H", "H", "H", "H", "H", "H", "H", "H", "H", "H", "H", "H", "H", "H", "H", "H", "H", "H", "H", "H", "H"], "coordinates": [[-0.3908, 0.1342, -1.0310], [-2.5451, -1.2422, -0.1928], [-0.5965, 2.6527, -0.7424], [0.1786, -1.7976, -1.4544], [1.4724, 0.5619, -1.6847], [1.5774, -2.5807, -2.8395], [3.1858, -0.5130, -2.2246], [2.2397, -2.3574, -1.2355], [1.5489, -1.9133, -1.9672], [1.9929, -0.4615, -3.5013], [2.0982, -0.5381, -2.4003], [-0.3998, -3.7615, -1.7617], [2.6088, 2.0102, -2.7120], [-0.7244, -2.7320, -1.5908], [1.7098, 1.8404, -2.0910], [-2.2343, -2.5581, -1.5182], [0.8829, 2.9034, -1.7587], [-2.7032, -3.4352, -1.0628], [1.1540, 3.8900, -2.1237], [-1.5695, 3.3900, -1.4800], [-0.3415, 3.5524, 0.3290], [-3.9016, -0.9335, -0.5431], [-2.8371, -2.2709, 0.7661], [-0.1470, 1.2739, -4.4162], [-1.1100, 0.8625, -4.0650], [-2.1596, 1.9255, -4.3505], [-1.3669, -0.3993, -4.8593], [-1.0540, 0.5692, -2.6634], [-2.0479, 2.3073, -5.3686], [-3.1451, 1.4561, -4.2666], [-2.1152, 2.7661, -3.6572], [-0.7013, -1.2104, -4.5609], [-2.3938, -0.7299, -4.6957], [-1.2107, -0.1882, -5.9249], [-2.7463, -2.3601, -2.4885], [-0.7838, 2.5165, 2.7023], [0.5227, 1.7187, 2.5589], [1.2164, 1.6824, 3.9236], [0.2813, 0.1081, 1.6447], [1.9409, -0.7371, 1.3579], [3.1323, -0.2215, 2.1689], [1.8300, -2.2643, 1.4626], [-0.6966, -0.9437, 2.8236], [0.0318, -1.3662, 4.1125], [-2.0835, -0.3599, 3.1646], [-1.3455, 2.2244, 3.5977], [-1.4526, 2.4303, 1.8381], [-0.5341, 3.5814, 2.8196], [1.1816, 2.2616, 1.8615], [0.6118, 1.1789, 4.6873], [2.2077, 1.2244, 3.9022], [1.3579, 2.7220, 4.2568], [2.1285, -0.4791, 0.2987], [3.0665, -0.5254, 3.2276], [4.0504, -0.6782, 1.7621], [3.2385, 0.8696, 2.0922], [0.9654, -2.6729, 0.9217], [2.7343, -2.7192, 1.0313], [1.7743, -2.5914, 2.5103], [-0.8543, -1.8608, 2.2288], [-0.1176, -0.6507, 4.9302], [-0.4018, -2.3162, 4.4593], [1.1070, -1.5373, 3.9990], [-2.5734, 0.1016, 2.2946], [-2.7275, -1.1839, 3.5135], [-2.0162, 0.3749, 3.9852]], "mulliken_charge": [-1.19, 0.02, 0.30, 0.91, 0.30, 0.43, 0.51, 0.16, -0.85, 0.44, -0.73, 0.45, 0.41, -0.77, -0.37, -0.87, -0.45, 0.53, 0.46, 0.05, 0.14, 0.10, 0.13, 0.18, 0.69, -1.36, -1.40, -0.39, 0.36, 0.34, 0.26, 0.29, 0.32, 0.41, 0.36, -1.96, 0.73, -1.56, 1.37, 1.65, -1.84, -1.87, 0.69, -1.73, -1.73, 0.38, 0.29, 0.46, 0.55, 0.21, 0.28, 0.47, -0.44, 0.27, 0.47, 0.44, 0.26, 0.46, 0.44, 0.43, 0.38, 0.39, 0.29, 0.32, 0.39, 0.36]}

{"formula": "AlH2O", "method": "ωB97M-V/def2-TZVPD", "multiplicity": 1, "homo_ha": -1.13818, "total_energy_ha": -317.0724, "total_charge": 3, "orbital_gap_ev": 5.75, "e_lumo_ha": -0.9270, "fmax_ev_per_a": 0.8, "species": ["Al", "O", "H", "H"], "coordinates": [[-0.7177, 1.5882, -1.6840], [0.3624, -0.2369, 0.2730], [0.1068, -0.1055, 1.2528], [0.2485, -1.2458, 0.1581]], "mulliken_charge": [2.22, -0.29, 0.53, 0.53]}

{"formula": "C56H55FN4O14S", "method": "ωB97M-V/def2-TZVPD", "multiplicity": 1, "homo_ha": -0.30284, "total_energy_ha": -3936.7920, "smiles": "COCc1c(CCCCCN)c(CCCCN(C)C(C)=O)c(F)c2nsnc12.O=C1C=CC(=O)C=C1.O=C1C=CC(=O)C=C1.O=C1C=CC(=O)C=C1.O=C1C=CC(=O)C=C1.O=C1C=CC(=O)C=C1.O=C1C=CC(=O)C=C1", "orbital_gap_ev": 6.37, "e_lumo_ha": -0.0686, "fmax_ev_per_a": 5.6, "species": ["C", "O", "C", "C", "C", "C", "C", "C", "C", "C", "N", "C", "C", "C", "C", "C", "N", "C", "C", "C", "O", "C", "F", "C", "N", "S", "N", "C", "H", "H", "H", "H", "H", "H", "H", "H", "H", "H", "H", "H", "H", "H", "H", "H", "H", "H", "H", "H", "H", "H", "H", "H", "H", "H", "H", "H", "H", "H", "H", "O", "C", "C", "C", "C", "O", "C", "C", "H", "H", "H", "H", "O", "C", "C", "C", "C", "O", "C", "C", "H", "H", "H", "H", "O", "C", "C", "C", "C", "O", "C", "C", "H", "H", "H", "H", "O", "C", "C", "C", "C", "O", "C", "C", "H", "H", "H", "H", "O", "C", "C", "C", "C", "O", "C", "C", "H", "H", "H", "H", "O", "C", "C", "C", "C", "O", "C", "C", "H", "H", "H", "H"], "coordinates": [[-1.4040, -1.4104, 6.3578], [-0.8847, -2.2187, 5.2495], [-0.5752, -1.3871, 4.1071], [0.9809, -1.2918, 3.7485], [1.4898, -0.5130, 2.4740], [0.4089, 0.1922, 1.5293], [0.6131, -0.0449, -0.0450], [-0.7299, 0.2130, -0.9247], [-1.5069, -1.1788, -1.2267], [-2.9772, -0.7704, -1.7826], [-3.7467, -0.2487, -0.5772], [3.0720, -0.4388, 2.2205], [3.7093, 0.3632, 0.9839], [3.5694, 1.9598, 1.2608], [3.2195, 2.8244, -0.0516], [2.2570, 4.0629, 0.3845], [0.8683, 3.6340, 0.7497], [0.4975, 4.0281, 2.1525], [-0.1506, 4.1371, -0.1851], [-1.4455, 4.9864, 0.2816], [-0.0204, 3.8501, -1.4121], [4.1112, -1.1244, 3.1809], [5.5357, -1.0651, 2.9285], [3.6694, -1.9089, 4.4629], [4.4924, -2.5596, 5.4657], [3.4043, -3.1894, 6.6315], [1.9269, -2.6722, 5.9264], [2.0970, -1.9386, 4.6764], [-1.7818, -2.0572, 7.2294], [-0.6254, -0.6845, 6.7847], [-2.3043, -0.7785, 6.0047], [-0.9108, -0.3051, 4.3729], [-1.2472, -1.7190, 3.2316], [-0.6801, -0.1349, 1.7693], [0.4347, 1.3226, 1.7974], [1.3619, 0.7681, -0.4031], [1.0913, -1.0536, -0.3176], [-0.3598, 0.5911, -1.9583], [-1.3980, 1.0426, -0.5090], [-0.8642, -1.7409, -2.0070], [-1.5525, -1.7394, -0.2198], [-3.5206, -1.6300, -2.3130], [-2.8198, 0.1529, -2.4613], [-3.8595, 0.7811, -0.6760], [-3.1727, -0.3552, 0.2807], [3.3032, 0.0394, -0.0409], [4.8489, 0.1485, 0.9430], [2.7660, 2.0792, 2.0668], [4.5998, 2.3143, 1.6589], [2.8047, 2.2217, -0.9311], [4.2120, 3.3170, -0.4013], [2.2044, 4.7981, -0.5004], [2.6946, 4.5811, 1.3273], [1.2340, 3.6120, 2.9442], [0.4495, 5.1653, 2.2987], [-0.5328, 3.5789, 2.4402], [-2.1588, 4.3787, 0.9591], [-2.0831, 5.2878, -0.6336], [-1.1444, 5.9151, 0.8822], [-5.0879, 5.4202, 0.2494], [-5.0906, 6.5363, -0.2388], [-5.6189, 7.6987, 0.5070], [-5.6237, 8.9202, -0.0284], [-5.0998, 9.1640, -1.3894], [-5.1026, 10.2810, -1.8771], [-4.5718, 8.0024, -2.1351], [-4.5672, 6.7805, -1.5990], [-5.9980, 7.5028, 1.5025], [-6.0072, 9.7823, 0.5031], [-4.1930, 8.1984, -3.1301], [-4.1836, 5.9184, -2.1307], [-5.8940, -7.4578, -4.1233], [-5.2512, -6.6602, -3.4658], [-5.6503, -6.3024, -2.0883], [-4.9464, -5.4266, -1.3694], [-3.7370, -4.7780, -1.9186], [-3.0942, -3.9805, -1.2616], [-3.3378, -5.1356, -3.2962], [-4.0416, -6.0114, -4.0150], [-6.5379, -6.7869, -1.7008], [-5.2246, -5.1524, -0.3595], [-2.4499, -4.6509, -3.6836], [-3.7633, -6.2855, -5.0250], [5.0275, 1.2344, -4.6693], [4.0403, 0.5345, -4.5393], [4.0932, -0.9216, -4.7894], [3.0103, -1.6877, -4.6487], [1.7120, -1.1141, -4.2353], [0.7244, -1.8144, -4.1051], [1.6593, 0.3417, -3.9853], [2.7420, 1.1079, -4.1260], [5.0517, -1.3260, -5.0907], [3.0309, -2.7554, -4.8283], [0.7014, 0.7463, -3.6842], [2.7211, 2.1758, -3.9461], [-2.4016, -6.9453, 2.8885], [-1.2755, -6.6557, 3.2528], [-0.1339, -7.5639, 3.0133], [1.0984, -7.2473, 3.4142], [1.3753, -5.9745, 4.1134], [2.5029, -5.6861, 4.4772], [0.2337, -5.0660, 4.3532], [-0.9984, -5.3831, 3.9521], [-0.3535, -8.4917, 2.4993], [1.9454, -7.9009, 3.2476], [0.4526, -4.1386, 4.8672], [-1.8456, -4.7292, 4.1189], [3.1020, -9.6374, 2.8533], [4.2391, -9.7892, 2.4436], [4.5559, -10.8037, 1.4166], [5.8016, -10.9704, 0.9704], [6.9178, -10.1469, 1.4823], [8.0537, -10.2984, 1.0731], [6.6005, -9.1323, 2.5094], [5.3546, -8.9657, 2.9556], [3.7271, -11.3977, 1.0518], [6.0519, -11.7090, 0.2192], [7.4291, -8.5381, 2.8744], [5.1040, -8.2268, 3.7070], [-0.7960, 12.5950, -6.9168], [-1.2121, 11.6761, -6.2364], [-0.6968, 10.3008, -6.4059], [-1.1550, 9.2938, -5.6612], [-2.1956, 9.5101, -4.6342], [-2.6129, 8.5894, -3.9521], [-2.7112, 10.8845, -4.4642], [-2.2530, 11.8918, -5.2090], [0.0657, 10.1598, -7.1620], [-0.7896, 8.2804, -5.7723], [-3.4743, 11.0250, -3.7075], [-2.6186, 12.9050, -5.0976]], "mulliken_charge": [-0.70, -0.21, -0.76, 0.36, 0.31, 0.21, 0.90, -0.06, -0.37, -0.39, -0.70, 0.30, -0.92, -0.46, -0.02, -0.98, 0.92, -1.17, 0.40, -1.01, -0.62, 0.17, -0.34, 0.20, -0.66, 0.17, -0.41, 0.33, 0.24, 0.29, 0.28, 0.46, 0.02, 0.15, -0.32, -1.26, 0.57, -0.37, 0.29, 0.21, 0.19, 0.15, 0.27, 0.30, 0.28, 0.35, 0.40, 0.01, 0.48, -0.19, 0.44, 0.33, 0.37, 0.34, 0.29, 0.26, 0.30, 0.13, 0.31, -0.56, 0.29, -0.54, -0.37, 0.52, -0.56, -0.22, -0.11, 0.42, 0.43, 0.29, 0.48, -0.56, 0.33, -0.35, -0.40, 0.30, -0.46, -0.31, -0.32, 0.40, 0.43, 0.51, 0.41, -0.57, 0.36, -0.42, -0.38, 0.48, -0.53, -0.23, -0.33, 0.42, 0.43, 0.34, 0.44, -0.59, 0.24, -0.50, -0.40, 0.28, -0.52, -0.32, -0.31, 0.47, 0.56, 0.59, 0.51, -0.57, 0.43, -0.36, -0.38, 0.34, -0.54, -0.38, -0.30, 0.42, 0.40, 0.41, 0.48, -0.55, 0.30, -0.37, -0.46, 0.44, -0.51, -0.23, -0.41, 0.40, 0.42, 0.47, 0.43]}

{"formula": "C5H39N2O13", "method": "ωB97M-V/def2-TZVPD", "multiplicity": 2, "homo_ha": [-0.61519, -0.61305], "total_energy_ha": -1300.8400, "total_charge": 2, "orbital_gap_ev": [11.11, 5.06], "e_lumo_ha": [-0.2071, -0.4271], "fmax_ev_per_a": 3.8, "species": ["C", "C", "C", "C", "N", "C", "N", "H", "H", "H", "H", "H", "H", "H", "H", "H", "H", "H", "H", "H", "H", "H", "O", "H", "H", "O", "H", "H", "O", "H", "H", "O", "H", "H", "O", "H", "H", "O", "H", "H", "O", "H", "H", "O", "H", "H", "O", "H", "H", "O", "H", "H", "O", "H", "H", "O", "H", "H", "O"], "coordinates": [[-2.2008, -3.0158, 1.3130], [-0.7901, -2.9768, 0.6374], [-0.9022, -2.1078, -0.6669], [-1.2689, -0.6535, -0.3855], [-0.6531, 2.5934, -0.1477], [-0.6274, 1.8309, -1.3402], [-0.3582, 0.2366, -1.1976], [-2.8663, -2.2332, 0.8511], [-2.7272, -3.9312, 1.0831], [-2.2254, -2.7387, 2.3616], [-0.0142, -2.6045, 1.2922], [-0.6583, -3.9807, 0.2585], [0.0138, -2.2252, -1.2645], [-1.7478, -2.5517, -1.2631], [-1.2729, -0.3327, 0.6407], [-2.2368, -0.4752, -0.8064], [-1.2666, 2.3041, 0.6294], [0.2706, 2.8373, 0.2639], [0.2057, 1.9571, -2.0614], [0.6006, 0.0548, -0.8964], [-3.6744, 0.4896, -1.7174], [-0.7363, -0.3122, -4.5033], [-3.8471, 0.3946, -2.6618], [-2.5370, 2.4612, -1.3082], [-3.8516, -0.5627, -2.8016], [-1.8572, 2.0488, -1.8964], [2.6421, -2.5149, 1.2340], [2.4116, -3.2710, 2.5393], [2.5641, -2.3773, 2.1901], [-0.8278, -0.4919, 3.2142], [-2.3252, -0.5434, 3.4600], [-1.7180, -0.2091, 2.7718], [2.8164, 2.2652, -1.4294], [2.4074, 1.3676, -2.7007], [2.3370, 2.2472, -2.2694], [-0.2527, 2.4839, 3.2982], [-1.1075, 1.3449, 2.5796], [-0.7246, 2.2501, 2.4924], [2.5930, 2.5401, 3.1336], [3.6492, 2.5202, 2.0119], [3.2483, 1.9794, 2.7062], [2.4819, -0.5362, -3.9384], [3.4925, -0.8878, -2.8445], [2.7614, -0.2974, -3.0479], [-1.1383, 1.0866, -3.9771], [-0.3885, -0.0726, -2.2630], [-0.6008, 0.2991, -3.7715], [3.9621, -0.5289, 0.6884], [2.9078, 0.3672, 1.3633], [3.2245, 0.0636, 0.5070], [2.6573, -3.1648, -0.4400], [2.7068, -1.5224, -0.0256], [2.4394, -2.2495, -0.6183], [0.9263, -0.4208, 4.4811], [1.1490, -1.2963, 3.1438], [0.5168, -0.9415, 3.7844], [-2.8449, 0.4646, 1.4099], [-3.7541, 1.6744, 0.7061], [-3.1343, 0.9488, 0.6163]], "mulliken_charge": [-0.99, -0.08, -0.88, 0.34, -0.05, -0.26, 0.40, 0.18, 0.39, 0.26, -0.10, 0.51, 0.40, 0.24, -0.33, 0.21, 0.33, 0.37, 0.70, -0.06, 0.36, 0.29, -0.61, 0.37, 0.33, -0.48, 0.26, 0.32, -0.60, 0.28, 0.32, -0.77, 0.29, 0.40, -0.66, 0.29, 0.53, -0.71, 0.30, 0.32, -0.64, 0.28, 0.26, -0.59, 0.28, 0.68, -0.58, 0.35, 0.34, -0.66, 0.28, 0.28, -0.62, 0.31, 0.30, -0.61, 0.14, 0.33, -0.57]}